--- P ---
2 unconnected molecules or ions with the total composition C8H10. Source: OMol25; level of theory: the ωB97M-V functional and the def2-TZVPD basis.

Results
Orbital gap: 0.3729 hartree
LUMO: 1.089 eV
SMILES: c1ccccc1.C=C

The geometry in ORCA input format:
```
! RIJCOSX wB97M-V def2-TZVPD def2/J DEFGRID3
* xyz 0 1
C 1.21 -0.57 -1.10
C 1.24 -1.33 0.07
C 1.20 -0.73 1.29
C 0.97 0.66 1.12
C 0.81 1.44 0.11
C 1.20 0.88 -1.14
H 1.68 -1.15 -2.07
H 1.72 -2.38 -0.29
H 1.24 -1.05 2.27
H 0.76 1.05 1.99
H 0.70 2.38 0.19
H 1.28 1.43 -2.14
C -2.35 -0.74 -0.25
C -2.14 0.59 0.24
H -2.66 -1.02 -1.31
H -2.64 -1.68 0.36
H -2.31 1.38 -0.66
H -1.89 0.84 1.33
*
```

---

--- Q ---
2 unconnected molecules or ions with the total composition C8H10. Source: OMol25; level of theory: the ωB97M-V functional and the def2-TZVPD basis.

Results
Orbital gap: 0.2777 hartree
LUMO: -1.898 eV

The geometry in ORCA input format:
```
! RIJCOSX wB97M-V def2-TZVPD def2/J DEFGRID3
* xyz 0 1
C 0.03 -0.58 1.55
C 0.12 -0.19 0.08
C -1.20 -0.50 -0.74
C -2.33 -0.92 -0.35
C 0.45 1.35 0.24
C -0.39 2.22 -0.10
C 1.26 -0.92 -0.37
C 2.55 -0.91 -0.63
H -0.45 -1.58 1.77
H -0.60 0.40 2.11
H 1.10 -0.49 1.79
H -1.49 -0.11 -1.78
H -3.32 -1.05 -0.83
H -2.61 -1.17 0.63
H 1.65 1.56 0.12
H 0.02 3.21 -0.43
H -1.40 2.00 -0.56
H 4.20 -0.07 -0.89
*
```

---

It turns out P is the most stable, with the second structure 0.2358 hartree higher.

---

--- P ---
A single C3H6O3 molecule. Source: OMol25; level of theory: the ωB97M-V functional and the def2-TZVPD basis.

Results
Orbital gap: 0.3475 hartree
LUMO: 0.563 eV
SMILES: O/C=C(\O)CO

The geometry in ORCA input format:
```
! RIJCOSX wB97M-V def2-TZVPD def2/J DEFGRID3
* xyz 0 1
O 2.32 0.81 0.31
C 1.07 0.57 0.76
C 0.18 -0.15 0.06
O 0.61 -0.57 -1.21
C -1.27 -0.32 0.34
O -2.07 0.59 -0.41
H 2.33 0.45 -0.60
H 0.86 1.02 1.72
H 0.71 -1.53 -1.18
H -1.57 -1.36 0.11
H -1.50 -0.14 1.40
H -1.67 0.63 -1.29
*
```

---

--- Q ---
2 unconnected molecules or ions with the total composition C3H6O3. Source: OMol25; level of theory: the ωB97M-V functional and the def2-TZVPD basis.

Results
Orbital gap (alpha / beta): 0.3121 / 0.3311 hartree
LUMO (alpha / beta): -1.661 / -0.776 eV

The geometry in ORCA input format:
```
! RIJCOSX wB97M-V def2-TZVPD def2/J DEFGRID3
* xyz 0 1
O 2.39 0.76 -0.76
C 1.00 -1.02 0.25
C 0.08 0.02 0.13
O 0.37 1.16 -0.27
C -1.41 -0.25 0.43
O -2.24 0.63 -0.26
H 2.16 1.64 -1.08
H 0.81 -1.89 0.86
H 1.75 -1.05 -0.54
H -1.50 -0.16 1.52
H -1.69 -1.27 0.15
H -1.72 1.43 -0.44
*
```

---

--- R ---
2 unconnected molecules or ions with the total composition C3H6O3. Source: OMol25; level of theory: the ωB97M-V functional and the def2-TZVPD basis.

Results
Orbital gap: 0.3210 hartree
LUMO: -0.032 eV
SMILES: C=CO.O=CO

The geometry in ORCA input format:
```
! RIJCOSX wB97M-V def2-TZVPD def2/J DEFGRID3
* xyz 0 1
C 0.13 -0.03 -1.88
C 0.50 -1.25 -1.38
O -0.22 -1.71 -0.30
H 0.67 0.89 -2.05
H -0.94 0.07 -1.97
H 0.98 -2.03 -1.98
H 0.34 -2.06 0.42
O 0.93 0.91 1.63
C -0.07 1.42 1.20
O -1.13 0.77 0.74
H -0.21 2.50 1.04
H -0.88 -0.01 0.17
*
```

---

--- S ---
2 unconnected molecules or ions with the total composition C3H6O3. Source: OMol25; level of theory: the ωB97M-V functional and the def2-TZVPD basis.

Results
Orbital gap: 0.3193 hartree
LUMO: -1.706 eV

The geometry in ORCA input format:
```
! RIJCOSX wB97M-V def2-TZVPD def2/J DEFGRID3
* xyz 0 1
C -1.31 0.73 -0.03
C -0.34 -0.53 0.15
C 1.18 -0.18 -0.18
H -2.37 0.41 0.19
H -0.98 1.60 0.59
H -1.39 1.14 -1.15
H -0.30 -0.61 1.33
H 0.46 -2.50 0.45
H 2.24 1.43 -0.35
O -0.72 -1.71 -0.60
O 1.29 1.29 -0.36
O 2.23 -1.07 -0.03
*
```

---

It turns out P is the most stable, with the second structure 0.0742 hartree higher.

---

--- P ---
A single C3H6O3 molecule. Source: OMol25; level of theory: the ωB97M-V functional and the def2-TZVPD basis.

Results
Orbital gap: 0.3566 hartree
LUMO: 0.744 eV
SMILES: COC(=O)CO

The geometry in ORCA input format:
```
! RIJCOSX wB97M-V def2-TZVPD def2/J DEFGRID3
* xyz 0 1
C -0.62 -1.59 -1.50
O -1.04 -1.20 -0.16
C -0.26 -0.19 0.38
O 0.69 0.17 -0.29
C 0.20 1.24 1.46
O 0.91 2.33 1.01
H -0.67 -0.74 -2.18
H 0.39 -2.00 -1.51
H -1.34 -2.36 -1.82
H -0.77 1.61 1.69
H 0.72 0.63 2.18
H 1.81 2.12 0.72
*
```

---

--- Q ---
2 unconnected molecules or ions with the total composition C3H6O3. Source: OMol25; level of theory: the ωB97M-V functional and the def2-TZVPD basis.

Results
Orbital gap: 0.4117 hartree
LUMO: 0.688 eV
SMILES: O=C=O.CCO

The geometry in ORCA input format:
```
! RIJCOSX wB97M-V def2-TZVPD def2/J DEFGRID3
* xyz 0 1
O -0.07 2.30 -1.21
C -1.14 1.98 -0.88
O -2.22 1.71 -0.53
C 0.61 -0.63 1.14
C 0.64 -0.70 -0.38
O -0.66 -0.66 -0.96
H 1.62 -0.62 1.54
H 0.09 -1.50 1.56
H 0.10 0.28 1.48
H 1.19 0.16 -0.78
H 1.15 -1.61 -0.71
H -1.32 -0.69 -0.26
*
```

---

--- R ---
A single C3H6O3 molecule. Source: OMol25; level of theory: the ωB97M-V functional and the def2-TZVPD basis.

Results
Orbital gap: 0.4374 hartree
LUMO: 0.910 eV
SMILES: COC(=O)OC

The geometry in ORCA input format:
```
! RIJCOSX wB97M-V def2-TZVPD def2/J DEFGRID3
* xyz 0 1
C -0.21 -0.30 2.30
O -0.46 0.51 1.14
C -0.02 0.00 0.00
O 0.52 -1.07 -0.15
O -0.34 0.84 -0.99
C 0.17 0.45 -2.25
H 0.66 0.16 2.89
H -1.15 -0.31 2.90
H 0.01 -1.34 1.97
H -0.34 -0.47 -2.57
H -0.09 1.23 -2.98
H 1.26 0.30 -2.25
*
```

---

It turns out Q is the most stable, with the second structure 0.0250 hartree higher.

---

--- P ---
A single C7H7ClN2P2 molecule. Source: OMol25; level of theory: the ωB97M-V functional and the def2-TZVPD basis.

Results
Orbital gap: 0.3379 hartree
LUMO: -0.394 eV
SMILES: N#Cc1ccc(C(P)(P)Cl)nc1

The geometry in ORCA input format:
```
! RIJCOSX wB97M-V def2-TZVPD def2/J DEFGRID3
* xyz 0 1
N 5.01 -0.03 0.63
C 3.91 0.05 0.33
C 2.51 -0.08 0.00
C 1.72 1.09 -0.29
C 0.35 0.97 -0.36
C -0.26 -0.32 -0.13
C -1.72 -0.38 -0.04
P -1.96 -0.08 1.84
P -2.64 0.87 -1.10
Cl -2.19 -2.09 -0.36
N 0.54 -1.34 0.04
C 1.86 -1.33 0.13
H 2.21 1.97 -0.62
H -0.29 1.73 -0.87
H -2.09 1.34 1.93
H -3.38 -0.52 2.01
H -3.79 0.24 -1.11
H -2.08 0.18 -2.10
H 2.27 -2.25 0.08
*
```

---

--- Q ---
2 unconnected molecules or ions with the total composition C7H7ClN2P2. Source: OMol25; level of theory: the ωB97M-V functional and the def2-TZVPD basis.

Results
Orbital gap (alpha / beta): 0.3004 / 0.2652 hartree
LUMO (alpha / beta): -0.630 / -0.582 eV

The geometry in ORCA input format:
```
! RIJCOSX wB97M-V def2-TZVPD def2/J DEFGRID3
* xyz 0 1
C 3.34 -0.70 -1.99
C 1.47 -1.66 -0.76
C 0.31 -1.49 -0.01
C 1.74 0.74 -0.84
C 2.19 -0.54 -1.19
C -0.05 -0.18 0.23
C -2.45 0.94 0.68
N 4.27 -0.84 -2.65
N 0.62 0.86 -0.15
P -3.28 -0.06 1.93
P -1.71 2.52 1.09
Cl -3.23 0.91 -0.86
H 1.81 -2.65 -1.03
H -0.27 -2.33 0.33
H 2.26 1.64 -1.14
H -3.24 -1.25 1.21
H -2.14 -0.35 2.67
H -0.59 2.39 0.26
H -1.05 2.04 2.22
*
```

---

It turns out P is the most stable, with the second structure 0.0812 hartree higher.

---

--- P ---
A single C3H2N4 molecule. Source: OMol25; level of theory: the ωB97M-V functional and the def2-TZVPD basis.

Results
Orbital gap: 0.3885 hartree
LUMO: 0.412 eV
SMILES: N#Cc1c[nH]nn1

The geometry in ORCA input format:
```
! RIJCOSX wB97M-V def2-TZVPD def2/J DEFGRID3
* xyz 0 1
N -2.16 -1.63 -1.62
C -1.26 -1.09 -1.14
C -0.19 -0.39 -0.50
C -0.26 0.36 0.64
N 0.96 0.83 0.86
N 1.84 0.33 -0.22
N 1.09 -0.37 -0.96
H -1.13 0.55 1.26
H 1.11 1.42 1.69
*
```

---

--- Q ---
A single C3H2N4 molecule. Source: OMol25; level of theory: the ωB97M-V functional and the def2-TZVPD basis.

Results
Orbital gap: 0.3644 hartree
LUMO: 0.242 eV
SMILES: c1nnnc2c1N2

The geometry in ORCA input format:
```
! RIJCOSX wB97M-V def2-TZVPD def2/J DEFGRID3
* xyz 0 1
C 0.83 -0.80 -0.65
N 1.74 0.20 -0.35
N 1.48 1.19 0.37
N 0.26 1.44 0.95
C -0.66 0.66 0.55
C -0.42 -0.51 -0.25
N -1.76 0.00 -0.01
H 1.00 -1.69 -1.16
H -2.46 -0.49 0.55
*
```

---

It turns out P is the most stable, with the second structure 0.1762 hartree higher.

---

--- P ---
8 unconnected molecules or ions with the total composition C4H23NO9. Source: OMol25; level of theory: the ωB97M-V functional and the def2-TZVPD basis.

Results
Orbital gap: 0.3554 hartree
LUMO: 0.060 eV
SMILES: NCCCC(=O)O.O.O.O.O.O.O.O

The geometry in ORCA input format:
```
! RIJCOSX wB97M-V def2-TZVPD def2/J DEFGRID3
* xyz 0 1
N -1.31 1.96 -0.40
C -0.43 1.36 -1.43
C 0.33 0.20 -0.72
C -0.49 -1.07 -0.67
C 0.11 -2.15 0.15
O 0.70 -3.14 -0.22
O 0.14 -1.91 1.51
H -1.85 1.22 0.04
H -1.93 2.66 -0.80
H -1.01 1.02 -2.30
H 0.34 2.07 -1.72
H 1.23 0.20 -1.34
H 0.56 0.61 0.26
H -1.50 -0.74 -0.38
H -0.71 -1.66 -1.58
H 0.70 -2.62 1.82
O 1.40 2.93 0.94
H 0.53 2.52 0.91
H 1.95 2.17 0.69
O 3.73 -1.77 0.31
H 2.96 -2.31 0.10
H 4.43 -1.93 -0.33
O -3.32 -0.59 0.69
H -3.67 -1.49 0.72
H -3.10 -0.55 1.64
O 3.78 -0.07 -2.04
H 3.40 0.36 -1.25
H 3.20 0.12 -2.78
O -3.20 0.08 3.26
H -2.54 0.16 3.95
H -3.59 0.96 3.23
O -3.53 0.02 -1.95
H -3.52 -0.54 -1.17
H -3.50 0.90 -1.56
O 3.02 0.56 0.54
H 3.09 -0.46 0.66
H 3.59 0.93 1.22
*
```

---

--- Q ---
8 unconnected molecules or ions with the total composition C4H23NO9. Source: OMol25; level of theory: the ωB97M-V functional and the def2-TZVPD basis.

Results
Orbital gap: 0.3683 hartree
LUMO: 0.203 eV
SMILES: CC[C@@H](N)C(=O)O.O.O.O.O.O.O.O

The geometry in ORCA input format:
```
! RIJCOSX wB97M-V def2-TZVPD def2/J DEFGRID3
* xyz 0 1
C 0.45 -1.23 -1.52
C -0.20 -0.36 -0.36
C 0.64 0.77 0.22
N 0.40 2.13 -0.27
C 0.31 0.75 1.70
O -0.66 1.07 2.29
O 1.36 0.01 2.36
H 1.38 -1.84 -1.28
H 0.87 -0.55 -2.34
H -0.28 -1.89 -1.98
H -0.42 -1.19 0.43
H -1.17 -0.03 -0.80
H 1.68 0.70 -0.12
H 0.90 2.15 -1.23
H -0.46 2.55 -0.43
H 1.15 -0.51 3.23
O 2.46 1.67 -2.20
H 2.35 1.74 -3.04
H 3.34 1.66 -1.82
O 2.00 3.56 1.97
H 1.79 2.93 2.53
H 1.82 3.25 1.08
O 3.22 -1.79 2.20
H 2.47 -1.25 2.00
H 2.64 -2.48 2.67
O -2.37 -2.60 -0.72
H -2.14 -2.13 -1.49
H -1.57 -2.73 -0.16
O -2.60 -1.05 -2.84
H -2.12 -0.92 -3.59
H -3.18 -0.52 -2.35
O -2.98 1.26 -0.53
H -2.15 1.72 -0.37
H -3.58 1.76 -0.03
O -1.43 -2.21 2.08
H -1.81 -1.50 2.60
H -2.09 -2.91 2.11
*
```

---

It turns out P is the most stable, with the second structure 0.1025 hartree higher.